A structure of composition C4H6CoO2, computed with ωB97M-V/def2-TZVPD.

The geometry in XYZ format:
```
13
Properties=species:S:1:pos:R:3:forces:R:3
H 0.0147 1.9034 0.8587 3.06 -1.11 2.06
O -0.0591 0.6132 2.6116 1.50 -0.55 0.81
C 0.1578 0.7701 1.3390 -3.54 4.83 -3.16
C -0.8418 0.5065 0.4120 -0.88 -4.11 -0.17
C -0.9872 0.9039 -1.0384 0.04 0.61 -0.07
C -0.2532 0.1263 -2.0695 0.24 1.05 -0.18
O 0.5305 -0.7813 -1.8035 0.11 -0.81 0.39
Co 0.6131 -1.3884 0.0406 0.16 0.57 -0.28
H -0.2088 -0.3110 2.8526 -0.51 -0.07 0.53
H -1.7048 -0.0380 0.8222 -0.14 -0.10 -0.11
H -0.6645 1.9497 -1.1844 -0.01 -0.05 -0.16
H -2.0473 0.9071 -1.3434 0.14 0.04 0.21
H -0.3175 0.4724 -3.1137 -0.16 -0.30 0.13
```
Positions in Å, forces in eV/Å.

Calculated values
Charge: +2
E in eV: -45942.71339
Orbital gap (spin up / spin down) in eV: 8.0 / 7.0
2S+1: 4
Energy relative to the best compared isomer or geometry (same formula, charge and spin) in kJ/mol: 0.0